[1]
ORCA calculation (ωB97M-V with the def2-TZVPD basis set) on one molecule with the formula C2H3N3O.

Structure (XYZ):
```
9
Properties=species:S:1:pos:R:3:forces:R:3
N 0.476 0.650 -1.397 0.41 -0.17 0.10
C 0.446 0.327 -0.039 0.15 0.02 0.37
C -0.588 -0.661 0.296 0.06 0.06 -0.04
N -0.987 -0.584 1.533 -0.41 0.12 1.58
N -1.291 -0.414 2.607 0.38 -0.37 -1.30
O 1.177 0.835 0.788 -0.52 0.23 -0.03
H 1.176 1.370 -1.553 0.06 -0.26 -0.04
H 0.730 -0.210 -1.863 -0.19 0.08 -0.74
H -1.139 -1.313 -0.371 0.06 0.29 0.09
```
Forces are in eV/Å.

**Multiplicity**: 1
**HOMO-LUMO gap**: 9.68 eV
**HOMO level**: -9.139 eV
**LUMO energy**: 0.54 eV
**Total charge**: 0

Results of the Löwdin charge analysis, in e, for atoms 1 through 5: 0.1147 -0.5641 -0.0745 -0.0955 0.2605



[2]
ORCA calculation (ωB97M-V with the def2-TZVPD basis set) on one molecule with the formula C2H3N3O.

Structure (XYZ):
```
9
Properties=species:S:1:pos:R:3:forces:R:3
O 0.583 1.808 -0.790 -0.16 -0.20 -0.19
C 0.225 0.600 -0.303 -0.27 -0.26 0.21
N -0.759 0.514 0.578 0.31 -0.11 0.19
N -0.761 -0.771 0.909 -0.09 -0.23 0.30
N 0.114 -1.529 0.306 -0.31 0.17 -0.36
C 0.759 -0.702 -0.511 -0.36 -0.02 -0.26
H -0.058 2.451 -0.436 0.32 -0.27 -0.15
H -1.428 -1.182 1.538 -0.03 0.26 0.09
H 1.324 -1.189 -1.291 0.60 0.66 0.17
```
Forces are in eV/Å.

**Multiplicity**: 1
**HOMO-LUMO gap**: 10.39 eV
**HOMO level**: -9.397 eV
**LUMO energy**: 0.99 eV
**Total charge**: 0

Results of the Löwdin charge analysis, in e, for atoms 1 through 5: 0.0596 -0.4005 0.1049 -0.1023 0.0428